Entry P
An isolated molecule of C4H6N2O2. Source: the Open Molecules 2025 dataset; level of theory: wB97M-V/def2-TZVPD.

The gap between HOMO and LUMO comes out at 8.1 eV. As for the charge: 0. For the HOMO energy, the calculation gives -7.8 eV.

XYZ file:
```
14
C4H6N2O2 wB97M-V/def2-TZVPD
C -1.5757 -1.1928 -0.0089
C -1.8171 0.1054 0.1994
C 0.5452 0.3275 -0.2370
C 1.5670 1.4127 -0.2203
N -0.3399 -1.7822 0.0521
N 0.6436 -0.9162 0.0391
O -2.6541 0.9847 -0.3069
O 1.8227 -1.6137 0.4087
H -2.4582 -1.8207 0.0436
H 2.5272 1.2356 -0.7160
H 1.3261 2.2774 -0.9957
H 1.5438 1.9113 0.7816
H -2.6523 1.6473 0.3902
H 1.5217 -2.5763 0.5700
```

Entry Q
An isolated molecule of C4H6N2O2. Source: the Open Molecules 2025 dataset; level of theory: wB97M-V/def2-TZVPD.

As for the SMILES: Cn1cc(O)c(O)n1. The gap between HOMO and LUMO comes out at 8.7 eV. As for the charge: 0. For the HOMO energy, the calculation gives -8.2 eV.

XYZ file:
```
14
C4H6N2O2 wB97M-V/def2-TZVPD
C -2.3026 0.1129 -0.0747
C 0.0007 -1.0231 0.0620
C 1.2636 -0.5037 0.0653
C 0.9819 0.9396 -0.0690
H -2.7790 -0.7321 -0.5344
H -2.5373 1.0181 -0.6029
H -2.7204 0.3359 0.9015
H -0.3856 -1.9774 0.0806
H 2.5397 -2.0199 0.1942
H 2.7439 1.6905 0.1737
N -0.8679 0.0159 -0.0095
N -0.3099 1.2370 -0.0187
O 2.4926 -1.0943 -0.1525
O 1.8804 2.0007 -0.0156
```

Entry R
A cluster of 2 separate species, C4H6N2O2 in total. Source: the Open Molecules 2025 dataset; level of theory: wB97M-V/def2-TZVPD.

The gap between HOMO and LUMO comes out at 9.0 eV. As for the charge: 0. For the HOMO energy, the calculation gives -9.8 eV.

XYZ file:
```
14
C4H6N2O2 wB97M-V/def2-TZVPD
C -2.1600 -1.1527 0.3477
C 0.1699 -0.4511 0.1081
C 1.8240 2.1526 -1.1445
C 0.6459 -1.0161 1.4600
H -1.8690 -1.8361 1.1799
H -3.0888 -0.6052 0.8157
H -2.2002 -1.6096 -0.7884
H 0.1561 -0.9990 -0.8696
H 2.2875 2.5576 -2.0517
H 1.2023 3.4495 -0.2903
N 1.9725 0.6087 -1.3035
N 1.0765 -1.5998 2.4521
O -1.1990 -0.0408 0.1316
O 1.1822 0.5419 -0.0471
```

Entry S
A cluster of 2 separate species, C4H6N2O2 in total. Source: the Open Molecules 2025 dataset; level of theory: wB97M-V/def2-TZVPD.

The gap between HOMO and LUMO comes out at 6.7 eV. As for the charge: 0. For the HOMO energy, the calculation gives -9.8 eV.

XYZ file:
```
14
C4H6N2O2 wB97M-V/def2-TZVPD
C 0.8216 -0.4737 0.9556
C -0.5753 -0.3456 0.1871
C -0.4041 1.1167 -0.3673
C -0.3828 -0.9304 -1.1565
H 1.9859 1.0088 0.3052
H 0.6288 -0.2377 2.0551
H 1.1091 -1.4965 1.0763
H -2.5289 0.8499 0.9198
H -0.7212 2.1100 0.2233
H -0.7082 -1.8656 -1.9193
N 0.2080 1.1959 -1.5283
N 0.0418 -0.0727 -2.1091
O 2.1418 -0.1166 0.3814
O -1.6164 -0.7424 0.9768
```

The structure with the most favorable energy is entry Q; the runner-up is 576.8 kJ/mol above it.

Entry P
An isolated molecule of C4H6N2O2. Source: the Open Molecules 2025 dataset; level of theory: wB97M-V/def2-TZVPD.

As for the SMILES: O=CC(=O)NN1CC1. The gap between HOMO and LUMO comes out at 8.7 eV. As for the charge: 0. For the HOMO energy, the calculation gives -9.1 eV.

XYZ file:
```
14
C4H6N2O2 wB97M-V/def2-TZVPD
C 1.6481 -2.1773 -0.0392
C 0.3306 -1.4289 0.0340
C -0.6331 2.0225 -0.1351
C -1.4977 0.9985 0.4521
H 1.6585 -3.1915 0.4008
H 1.2465 0.0424 -1.0838
H 0.1995 2.2752 0.4922
H -0.9717 2.8210 -0.7650
H -2.5644 0.9995 0.2204
H -1.1855 0.7299 1.4709
N 0.5114 -0.1290 -0.3508
N -0.6522 0.6284 -0.6065
O 2.6019 -1.6810 -0.6245
O -0.6919 -1.9096 0.5345
```

Entry Q
An isolated molecule of C4H6N2O2. Source: the Open Molecules 2025 dataset; level of theory: wB97M-V/def2-TZVPD.

As for the SMILES: C=C/N=C(\N)C(=O)O. The gap between HOMO and LUMO comes out at 9.0 eV. As for the charge: 0. For the HOMO energy, the calculation gives -8.8 eV.

XYZ file:
```
14
C4H6N2O2 wB97M-V/def2-TZVPD
C -0.6567 0.2399 0.0678
C 0.9653 -1.4024 -0.2290
C 2.3277 -1.5617 -0.2441
C -1.0169 1.7909 -0.1743
H -1.1854 -1.2057 1.4103
H -2.4484 -0.0118 0.9162
H 0.1121 -2.1053 -0.4300
H 2.7776 -2.5641 -0.2459
H 3.0085 -0.6505 -0.0256
H -0.4837 3.4212 -0.7511
N -1.6821 -0.6069 0.5386
N 0.5018 -0.1092 -0.2694
O -0.1816 2.5226 -0.8918
O -2.0381 2.2431 0.3283
```

The structure with the most favorable energy is entry Q; the runner-up is 115.0 kJ/mol above it.

Entry P
A structure of composition C4H6N2O2. Source: the Open Molecules 2025 dataset; level of theory: wB97M-V/def2-TZVPD.

The gap between HOMO and LUMO comes out at 10.0 eV. As for the charge: 0. For the HOMO energy, the calculation gives -10.2 eV.

XYZ file:
```
14
C4H6N2O2 wB97M-V/def2-TZVPD
C -1.8080 -0.9848 1.6945
C -1.3436 -1.0106 0.6048
C 0.5224 1.4903 -0.8324
C -0.7631 -1.0989 -0.7039
N 0.7144 0.0882 -0.6127
N 1.4543 -0.2026 0.4383
O 2.0564 0.6944 1.0274
O 1.4955 -1.3656 0.8322
H -1.9946 -0.8770 2.7204
H 1.3963 1.9356 -1.1599
H -0.2944 1.9296 -1.4949
H 0.3230 2.1052 0.0473
H -1.4097 -0.6632 -1.4981
H -0.3488 -2.0406 -1.0630
```

Entry Q
A cluster of 2 separate species, C4H6N2O2 in total. Source: the Open Molecules 2025 dataset; level of theory: wB97M-V/def2-TZVPD.

The gap between HOMO and LUMO comes out at 6.5 eV. As for the charge: 0. For the HOMO energy, the calculation gives -7.4 eV.

XYZ file:
```
14
C4H6N2O2 wB97M-V/def2-TZVPD
C -1.1262 -0.0577 -0.0662
C -0.4083 1.1344 -0.1793
C 0.9549 0.5224 0.0417
C 0.8948 -0.8196 -0.0312
H -2.8022 -0.2555 1.3272
H -3.1772 0.6035 -0.4298
H -0.7140 2.1684 -0.4142
H 3.1768 1.0737 -0.7335
H 2.7496 -0.5521 -0.0236
H -0.7562 -2.0920 -0.2678
N -2.6390 -0.2409 0.1715
N -0.3238 -1.1573 0.1467
O 2.0850 1.1091 0.4382
O 2.0858 -1.4365 0.0202
```

Entry R
An isolated molecule of C4H6N2O2. Source: the Open Molecules 2025 dataset; level of theory: wB97M-V/def2-TZVPD.

As for the SMILES: COc1c[nH]c(O)n1. The gap between HOMO and LUMO comes out at 8.2 eV. As for the charge: 0. For the HOMO energy, the calculation gives -8.0 eV.

XYZ file:
```
14
C4H6N2O2 wB97M-V/def2-TZVPD
C 2.3250 -0.9323 0.0535
C 0.4630 0.5327 0.1972
C -0.3295 1.5986 0.1905
C -1.5318 -0.2972 -0.0125
H 3.3257 -0.8418 -0.0965
H 2.0436 -1.0462 1.2439
H 1.7757 -1.6397 -0.6552
H 0.0420 2.5811 -0.3460
H -2.4071 1.7224 -0.4591
H -3.3152 -1.0720 0.0068
N -1.6047 1.0633 0.0499
N -0.1872 -0.5899 0.1095
O 1.7120 0.3585 -0.2443
O -2.3115 -1.4376 -0.0378
```

The structure with the most favorable energy is entry R; the runner-up is 282.9 kJ/mol above it.

Entry P
An isolated molecule of C6H12. Source: the Open Molecules 2025 dataset; level of theory: wB97M-V/def2-TZVPD.

As for the SMILES: CCCC1CC1. The gap between HOMO and LUMO comes out at 11.4 eV. As for the charge: 0. For the HOMO energy, the calculation gives -10.1 eV.

XYZ file:
```
18
C6H12 wB97M-V/def2-TZVPD
C 2.1438 0.2412 -0.0341
C 1.1621 0.3104 1.1359
C -0.0968 -0.5481 0.9326
C -1.2002 0.1405 0.1527
C -2.0434 -0.6091 -0.8396
C -1.0836 0.4444 -1.3159
H 1.6836 0.5760 -0.9682
H 2.4926 -0.7879 -0.1850
H 3.0240 0.8683 0.1431
H 1.6803 -0.0123 2.0475
H 0.8621 1.3530 1.3073
H -0.5044 -0.8365 1.9106
H 0.1811 -1.4876 0.4331
H -1.7309 0.8983 0.7289
H -1.7765 -1.6444 -1.0393
H -3.1091 -0.4054 -0.8895
H -1.4868 1.3887 -1.6718
H -0.1979 0.1107 -1.8483
```

Entry Q
An isolated molecule of C6H12. Source: the Open Molecules 2025 dataset; level of theory: wB97M-V/def2-TZVPD.

As for the SMILES: CCCC1CC1. The gap between HOMO and LUMO comes out at 10.9 eV. As for the charge: 0. For the HOMO energy, the calculation gives -9.7 eV.

XYZ file:
```
18
C6H12 wB97M-V/def2-TZVPD
C -0.7812 0.5276 1.6784
C -0.1251 1.6846 1.0205
C -1.1057 0.9504 0.1779
C -0.4402 0.2397 -1.0370
C 0.1433 -1.0511 -0.4926
C 1.4386 -1.5572 -1.0775
H -0.4703 -0.4733 1.8694
H 0.3765 -0.8565 0.5507
H -1.2392 0.8377 2.6170
H 0.9119 1.7001 0.7039
H -0.5043 2.6008 1.4514
H -2.1024 1.3135 -0.0239
H 0.3595 0.8631 -1.4870
H -1.1341 0.0600 -1.8759
H -0.6607 -1.7986 -0.4850
H 1.3340 -1.9370 -2.0943
H 1.8148 -2.3524 -0.4259
H 2.1845 -0.7512 -1.0703
```

Entry R
A cluster of 2 separate species, C6H12 in total. Source: the Open Molecules 2025 dataset; level of theory: wB97M-V/def2-TZVPD.

As for the SMILES: C=CC.C=CC. The gap between HOMO and LUMO comes out at 9.9 eV. As for the charge: 0. For the HOMO energy, the calculation gives -8.9 eV.

XYZ file:
```
18
C6H12 wB97M-V/def2-TZVPD
C -0.2310 0.5786 2.0294
C 0.6364 -0.1234 1.0858
C 1.8989 0.3606 0.7873
C -0.8627 0.0529 -1.0461
C 0.2662 -0.1667 -1.9712
C -1.8335 -0.8686 -1.0193
H -1.2522 0.4608 1.7354
H -0.1671 0.1475 3.0036
H -0.0695 1.6347 2.1619
H 0.5109 -1.1869 0.9760
H 1.1874 0.2548 -1.3509
H 2.1607 1.3865 1.0231
H 2.7336 -0.2714 0.5653
H -1.1461 1.0986 -0.9214
H 0.1666 0.3586 -2.9241
H 0.4921 -1.2241 -2.1460
H -1.6500 -1.9240 -1.1603
H -2.8408 -0.5685 -0.8283
```

The structure with the most favorable energy is entry P; the runner-up is 114.5 kJ/mol above it.